Formula: C6H9N
Source: OMol25
Level of theory: ωB97M-V/def2-TZVPD

Geometry (Å):
H 0.4852 -0.4681 -2.0771
H 1.5580 -2.0168 1.9361
C 0.6623 -1.4061 1.7840
C 1.3867 -0.5078 -0.2110
H 0.1332 -1.2292 2.7112
C -1.4930 1.3469 -1.4305
H -2.0951 2.0390 -0.8379
N 0.5830 -0.0095 -1.1881
H 2.1320 -1.2697 -0.3898
H -1.1329 1.8636 -2.3242
C 0.9148 -0.1195 1.0104
H -0.0088 -2.0178 1.1478
C -0.1432 0.8267 0.7356
H -0.6789 1.4661 1.4327
H -2.1540 0.5305 -1.7546
C -0.3771 0.7997 -0.6105

Cartesian forces (eV/Å) of the 6 atoms listed first:
0.2 0.4 -0.2
0.0 0.2 0.2
0.0 0.0 0.7
0.1 0.0 -0.3
0.1 -0.1 0.4
0.0 0.1 -0.1

**Total energy**: -7856.498 eV
**Multiplicity**: 1
**Gap between HOMO and LUMO**: 8.6 eV
**SMILES**: Cc1c[nH]c(C)c1
**Molecular weight**: 95.14 g/mol

Atomic partial charges in e from the natural (NBO) method, atoms 1 to 8: 0.41 0.21 -0.61 -0.01 0.21 -0.64 0.23 -0.53

Formula: C6H9N
Source: OMol25
Level of theory: ωB97M-V/def2-TZVPD

Geometry (Å):
C -0.3053 -2.2553 0.2376
N -0.1999 1.3200 0.2896
C 0.8575 2.0218 -0.4177
H 1.5988 0.0902 0.3453
C 1.1734 1.0450 0.6539
C -0.8693 0.2972 -0.4885
H 0.9293 3.0912 -0.2362
H -1.7382 0.7643 -0.9666
H -0.2504 -0.1007 -1.3088
H 1.0610 1.7126 -1.4446
H 0.6818 -2.0908 0.6848
C -1.1803 -1.0359 0.3097
H -0.7723 -3.1010 0.7512
C -2.3046 -0.5859 0.7544
H -0.1527 -2.5580 -0.8065
H 1.4712 1.3852 1.6423

Cartesian forces (eV/Å) of the 6 atoms listed first:
0.0 0.0 0.0
-0.1 -0.1 0.0
0.1 0.2 -0.2
0.0 0.2 0.0
0.3 -0.2 0.1
0.1 0.0 -0.2

**Total energy**: -7852.731 eV
**Multiplicity**: 1
**Gap between HOMO and LUMO**: 10.2 eV
**Molecular weight**: 95.14 g/mol

Atomic partial charges in e from the natural (NBO) method, atoms 1 to 8: -0.62 -0.39 -0.26 0.18 -0.26 -0.23 0.21 0.25

Formula: C6H9N
Source: OMol25
Level of theory: ωB97M-V/def2-TZVPD

Geometry (Å):
H -1.0284 -1.5839 -1.1310
H -0.6097 1.8142 1.0311
C 1.3077 -0.8487 0.3648
H 1.2951 -0.7720 -0.7251
C -1.5306 -0.6448 -1.3837
C -1.5852 0.2918 -0.2054
C -2.5947 0.6950 0.5124
C 1.8976 0.2868 1.1245
N 0.4669 0.0520 1.1269
H 0.2052 1.4131 -0.4955
C -0.3403 0.9821 0.3645
H 2.3999 0.1323 2.0764
H -0.9849 -0.1903 -2.2195
H -2.5379 -0.8906 -1.7303
H 2.2836 1.1318 0.5497
H 1.3557 -1.8686 0.7404

Cartesian forces (eV/Å) of the 6 atoms listed first:
-0.1 0.2 0.1
0.0 -0.2 -0.2
0.1 -0.2 -0.2
0.0 0.1 0.2
-0.1 -0.1 0.0
-0.5 0.2 0.3

**Total energy**: -7852.920 eV
**Multiplicity**: 1
**Gap between HOMO and LUMO**: 9.7 eV
**Molecular weight**: 95.14 g/mol

Atomic partial charges in e from the natural (NBO) method, atoms 1 to 8: 0.23 0.23 -0.27 0.19 -0.62 -0.38 0.25 -0.26

Formula: C6H9N
Source: OMol25
Level of theory: ωB97M-V/def2-TZVPD

Geometry (Å):
C 1.4793 0.6359 0.0800
H 2.3176 0.6350 -0.6152
H -2.4468 -0.1368 -0.1899
H 0.7497 2.4513 -0.7293
H 0.4510 -0.5152 1.5835
H -0.5185 -1.8988 -1.8159
H 2.2182 -0.4341 1.7716
H -0.8909 -0.1113 -2.1384
C -1.8632 -1.0052 -0.4793
N -1.4778 1.8235 1.5184
C -1.0453 -0.9960 -1.5247
C -0.5360 1.7537 0.8460
C 1.4011 -0.5045 1.0430
H -1.9721 -1.8965 0.1335
C 0.6201 1.6574 -0.0002
H 1.5136 -1.4586 0.5169

Cartesian forces (eV/Å) of the 6 atoms listed first:
-0.1 0.1 0.0
-0.1 0.0 0.1
0.1 -0.1 0.0
0.0 -0.1 0.1
0.1 0.0 -0.1
0.1 0.1 0.0

**Total energy**: -7856.235 eV
**Multiplicity**: 1
**Gap between HOMO and LUMO**: 10.7 eV
**SMILES**: C/C=C\C#N.C=C
**Molecular weight**: 95.14 g/mol

Atomic partial charges in e from the natural (NBO) method, atoms 1 to 8: -0.06 0.21 0.21 0.24 0.23 0.19 0.23 0.19

Formula: C6H9N
Source: OMol25
Level of theory: ωB97M-V/def2-TZVPD

Geometry (Å):
N -2.2778 0.8613 -0.3350
H -3.2086 -1.7186 0.8228
C 3.4047 -0.1168 0.0576
H 0.5300 0.0821 -1.9533
C -3.1020 0.0036 -0.0957
C -3.8991 -0.9187 0.3715
C 0.9506 0.2177 -0.9030
H -0.0557 -0.3394 1.0224
C 1.9336 0.0154 -0.1027
C 0.6273 0.4242 0.5706
H 3.8572 0.8959 0.1953
H -1.9085 1.0933 -1.2739
H -4.8266 -0.8248 0.9660
H 3.7558 -0.3234 -0.9446
H 3.6876 -0.8638 0.8141
H 0.5316 1.5121 0.7881

Cartesian forces (eV/Å) of the 6 atoms listed first:
0.3 0.3 -0.8
-1.2 0.7 -0.9
-0.3 0.7 -0.5
0.7 0.5 1.7
-0.1 0.9 0.0
1.1 -1.8 2.2

**Total energy**: -7853.062 eV
**Multiplicity**: 1
**Gap between HOMO and LUMO**: 9.9 eV
**SMILES**: CC1=CC1.C=C=N
**Molecular weight**: 95.14 g/mol

Atomic partial charges in e from the natural (NBO) method, atoms 1 to 8: -0.64 0.25 -0.66 0.22 0.45 -0.70 -0.22 0.19

Formula: C6H9N
Source: OMol25
Level of theory: ωB97M-V/def2-TZVPD

Geometry (Å):
H -1.2701 1.8667 0.3107
H 1.6679 1.9891 0.1246
H 2.2427 -0.6473 0.1744
C -1.3332 -1.2523 -0.7289
N 0.7947 1.7712 -0.3509
C 0.3751 0.4043 -0.0572
H -2.8256 -2.7554 0.0956
H -0.0696 1.6870 1.6796
H 1.5442 -0.0824 1.7058
H 0.8445 -1.4781 0.8823
C 1.3049 -0.4985 0.7222
C -0.3628 -0.2627 -1.2099
H -0.8704 0.5150 -1.7914
C -0.2795 1.5414 0.6219
H 0.3601 -0.7436 -1.8822
C -2.1229 -2.0546 -0.2969

Cartesian forces (eV/Å) of the 6 atoms listed first:
0.2 0.0 0.0
-0.1 -0.1 0.0
-0.1 0.0 0.0
-0.4 -0.4 0.2
0.2 0.1 0.0
0.0 -0.2 0.1

**Total energy**: -7855.299 eV
**Multiplicity**: 1
**Gap between HOMO and LUMO**: 10.6 eV
**SMILES**: C#CC[C@]1(C)CN1
**Molecular weight**: 95.14 g/mol

Atomic partial charges in e from the natural (NBO) method, atoms 1 to 8: 0.20 0.35 0.21 0.02 -0.59 0.09 0.24 0.19

Formula: C6H9N
Source: OMol25
Level of theory: ωB97M-V/def2-TZVPD

Geometry (Å):
H -0.5505 -0.4578 -2.6462
H -1.5926 1.5259 -1.5258
H 0.4627 -1.7903 1.8017
C -0.4002 -0.0573 -0.5786
H -0.8706 -1.8125 -1.7280
C -1.1970 1.1493 -0.5935
H 0.8433 -1.2891 -1.8784
N 0.0420 1.1263 1.2550
C -0.8165 1.9059 0.5108
H 1.8600 -0.7812 1.9299
H 0.6163 1.5039 1.9948
C 1.1112 -1.1435 1.2163
H 1.6398 -1.6257 0.4010
C 0.3502 -0.0027 0.5535
C -0.1815 -0.9561 -1.7486
H -1.3167 2.7047 1.0360

Cartesian forces (eV/Å) of the 6 atoms listed first:
0.5 0.3 -0.1
-0.7 0.0 0.3
-0.2 -0.3 -0.4
0.2 1.4 -0.5
0.5 -0.3 0.3
1.7 0.3 -0.2

**Total energy**: -7857.461 eV
**Multiplicity**: 1
**Gap between HOMO and LUMO**: 9.0 eV
**SMILES**: Cc1cc[nH]c1C
**Molecular weight**: 95.14 g/mol

Atomic partial charges in e from the natural (NBO) method, atoms 1 to 8: 0.22 0.22 0.22 -0.10 0.21 -0.30 0.22 -0.51

Formula: C6H9N
Source: OMol25
Level of theory: ωB97M-V/def2-TZVPD

Geometry (Å):
C -0.6494 -0.8717 1.3556
H 0.1645 1.8882 1.8981
C -0.4925 1.6682 1.0499
H 0.6652 1.5905 -1.6716
H 0.5959 -2.1974 -1.2421
H -1.0962 -0.8305 2.3392
H 1.9275 0.3705 -1.8633
H 0.3835 0.1942 -2.7189
C -0.2915 0.2634 0.5750
N 0.2377 -1.5798 -0.5337
C -0.3140 -1.9927 0.6504
H -0.2643 2.4121 0.2850
C 0.8421 0.5162 -1.7748
C 0.2620 -0.2033 -0.5970
H -1.5323 1.8142 1.3698
H -0.4382 -3.0418 0.8782

Cartesian forces (eV/Å) of the 6 atoms listed first:
0.0 -0.1 0.1
-0.1 0.0 0.0
0.0 0.1 -0.1
0.0 -0.2 0.0
-0.1 0.1 0.0
0.0 -0.1 -0.1

**Total energy**: -7858.084 eV
**Multiplicity**: 1
**Gap between HOMO and LUMO**: 8.9 eV
**SMILES**: Cc1cc[nH]c1C
**Molecular weight**: 95.14 g/mol

Atomic partial charges in e from the natural (NBO) method, atoms 1 to 8: -0.30 0.21 -0.62 0.23 0.41 0.22 0.21 0.21

Formula: C6H9N
Source: OMol25
Level of theory: ωB97M-V/def2-TZVPD

Geometry (Å):
C -1.2990 -0.2610 -1.4370
N 0.8579 0.7350 0.2624
H -2.3007 1.6249 -0.7968
H 2.7281 0.0460 1.0850
H 2.8192 1.1363 -0.3232
H -1.0249 -0.2593 -2.4883
C -1.8963 0.6282 -0.6415
C -1.5237 -0.1180 0.6251
H 2.2982 -0.5403 -0.5360
H -0.9195 -2.2050 -0.1992
H 0.7716 1.5467 0.8623
C -0.8411 -1.1254 -0.2817
C -0.0276 -0.2969 0.7000
C 2.2425 0.3251 0.1330
H 0.2896 -0.8864 1.5733
H -2.1744 -0.3498 1.4627

Cartesian forces (eV/Å) of the 6 atoms listed first:
0.0 0.1 -0.1
-0.1 0.1 0.2
0.0 -0.2 0.0
-0.1 0.0 -0.1
-0.1 -0.1 0.1
-0.1 0.0 0.2

**Total energy**: -7854.751 eV
**Multiplicity**: 1
**Gap between HOMO and LUMO**: 9.8 eV
**SMILES**: CN[C@@H]1[C@@H]2C=C[C@@H]21
**Molecular weight**: 95.14 g/mol

Atomic partial charges in e from the natural (NBO) method, atoms 1 to 8: -0.18 -0.63 0.21 0.16 0.20 0.21 -0.18 -0.27

Formula: C6H9N
Source: OMol25
Level of theory: ωB97M-V/def2-TZVPD

Geometry (Å):
C 0.2468 -0.5817 1.5494
H 0.8621 1.2479 -0.9952
N 0.7801 0.3984 -0.4473
C 0.8229 0.6391 0.9419
H -0.6084 -0.1908 -2.7641
H 1.3270 2.6845 0.9256
H -1.1666 -2.0218 0.7477
C -0.6980 -0.9461 -1.9746
H 0.0280 -1.7394 -2.1673
H -1.3131 0.4506 -0.4906
C -0.5032 -0.2935 -0.6239
H 0.3990 -0.8873 2.5790
H -1.7104 -1.3604 -2.0277
C -0.5330 -1.1499 0.6273
C 1.0822 1.8119 1.5245
H 0.9846 1.9383 2.5954

Cartesian forces (eV/Å) of the 6 atoms listed first:
-0.1 0.0 -0.1
-0.1 -0.1 0.1
-0.1 0.3 0.0
0.0 0.2 0.1
0.0 -0.2 0.1
0.0 -0.1 0.1

**Total energy**: -7856.844 eV
**Multiplicity**: 1
**Gap between HOMO and LUMO**: 9.2 eV
**SMILES**: C=C1C=C[C@H](C)N1
**Molecular weight**: 95.14 g/mol

Atomic partial charges in e from the natural (NBO) method, atoms 1 to 8: -0.22 0.37 -0.60 0.15 0.21 0.20 0.22 -0.61

Formula: C6H9N2
Source: OMol25
Level of theory: ωB97M-V/def2-TZVPD

Geometry (Å):
H -1.4948 -2.4067 -2.2353
N -0.0958 -0.7985 0.1477
H 0.5140 3.5025 -0.2598
C 0.9673 2.7472 0.3351
C -1.0805 -0.7205 -0.8949
C 0.7300 1.4896 0.1060
H 2.3284 -0.8156 0.9908
N -1.3417 0.4678 -1.2269
C 1.6285 -0.2177 1.6070
H -2.0374 0.7531 -1.8864
H -2.7513 -2.1655 -1.0244
H 2.0944 0.5874 2.1841
H 1.0380 -0.8051 2.1868
C 0.6604 0.1218 0.5302
C -1.6172 -2.0879 -1.2070
H -1.1150 -2.7984 -0.5279
H 1.5726 3.1465 1.1750

Cartesian forces (eV/Å) of the 6 atoms listed first:
0.3 0.2 -0.2
0.0 -1.1 0.2
-0.5 0.6 -0.7
-0.1 -1.1 0.3
0.3 1.0 0.7
-0.4 1.0 0.6

**Total energy**: -9336.721 eV
**Multiplicity**: 1
**Charge**: +1
**Gap between HOMO and LUMO (alpha / beta)**: 8.0 / 8.0 eV
**Molecular weight**: 109.15 g/mol

Atomic partial charges in e from the natural (NBO) method, atoms 1 to 8: 0.26 -0.39 0.31 -0.44 0.47 0.46 0.27 -0.59

Formula: C6H9N2
Source: OMol25
Level of theory: ωB97M-V/def2-TZVPD

Geometry (Å):
C -0.9134 3.0109 -0.3035
H 2.8681 -1.4046 -0.9811
H -1.0204 3.9816 -0.1361
C -0.2099 -0.0274 -0.2458
N -0.6768 1.8960 -0.4691
H -2.4598 -1.3817 1.5436
N -1.0646 -0.6803 0.2234
H -2.2369 -2.3615 0.1286
H 1.5628 -0.4015 1.7464
C 1.1560 -0.0513 -0.4199
H 1.2570 -2.2677 -0.0906
C 2.0258 -0.3274 0.7569
H -3.1509 -0.7851 -0.0829
H 3.0794 0.2873 0.8630
C 1.9305 -1.3363 -0.2383
C -2.3673 -1.3036 0.4249
H 1.5267 0.7507 -1.1317

Cartesian forces (eV/Å) of the 6 atoms listed first:
1.1 -5.2 -0.8
-2.5 -0.3 1.8
-0.6 3.8 0.6
-2.2 -3.1 2.3
-0.6 2.5 -0.1
-0.5 0.5 -1.1

**Total energy**: -9337.265 eV
**Multiplicity**: 1
**Charge**: +1
**Gap between HOMO and LUMO**: 11.3 eV
**Molecular weight**: 109.15 g/mol

Atomic partial charges in e from the natural (NBO) method, atoms 1 to 8: 0.29 0.27 0.24 0.66 -0.36 0.25 -0.29 0.25

The following energy relative to the best compared isomer or geometry (same formula, charge and spin) values (in kcal per mole) correspond, in order, to the records above: 38.3 125.2 120.8 44.4 117.6 66.0 16.1 1.8 78.6 30.3 127.6 115.0.